1.
Entry from the OMol25 dataset: C26H39F3N6O3ReS2SbSe as an isolated structure (ωB97M-V/def2-TZVPD).

Properties
**Gap between HOMO and LUMO (spin up / spin down)**: 0.191 / 0.205 Eh
**Energy relative to the best compared isomer or geometry (same formula, charge and spin)**: 0.0 kJ/mol
**Calculated total energy**: -5383.46888 hartree
**Highest occupied orbital energy (spin up / spin down)**: -0.5888 / -0.5874 Ha
**⟨S²⟩**: 0.813
**Total charge**: +3
**Spin multiplicity**: 2

Last column: Mulliken spin population.
Geometry (Å):
Re -0.4337 0.6029 0.0353  1.18
C -1.7908 3.5892 2.9514  0.00
C -1.0151 2.7397 2.0101  -0.02
N -1.5588 1.7543 1.3464  -0.06
N -2.8969 1.4885 1.5156  0.00
C -3.4034 0.3748 0.9733  0.00
N -4.6755 0.0904 1.1291  -0.01
S -2.3740 -0.7171 0.0952  -0.01
C 0.4050 2.9035 1.7341  0.05
C 1.1939 3.9059 2.2827  0.01
C 2.5300 3.9910 1.9201  0.00
C 3.0378 3.0723 1.0160  0.00
C 2.2055 2.0864 0.5099  0.00
N 0.9239 1.9945 0.8610  0.00
H -2.5489 4.1688 2.4152  0.00
H -1.1602 4.2960 3.4779  0.00
H -2.2849 2.9703 3.7055  0.00
H -3.4594 2.1423 2.0470  0.00
H -5.3133 0.6648 1.6648  0.00
H -5.0503 -0.7627 0.7354  0.00
H 0.7782 4.6195 2.9774  0.00
H 3.1584 4.7677 2.3330  0.00
H 4.0701 3.1087 0.6972  0.00
H 2.5561 1.3526 -0.2015  0.00
C -3.2972 1.0396 -3.2531  0.00
N -2.0207 1.2848 -3.8938  0.00
C -0.9380 1.8223 -3.3444  0.01
Se -0.7257 2.4848 -1.5864  -0.05
N 0.0263 1.9129 -4.2712  0.00
C -0.4373 1.3959 -5.4696  -0.01
C 0.1556 1.2498 -6.7194  0.00
C -0.6292 0.6816 -7.6993  0.00
C -1.9529 0.2746 -7.4520  0.00
C -2.5431 0.4216 -6.2160  0.00
C -1.7516 0.9946 -5.2232  0.00
H -3.2706 1.4511 -2.2471  0.00
H -3.4762 -0.0346 -3.2134  0.00
H -4.0862 1.5279 -3.8221  0.00
H 0.9405 2.2999 -4.0983  0.00
H 1.1700 1.5670 -6.9151  0.00
H -0.2203 0.5456 -8.6906  0.00
H -2.5212 -0.1642 -8.2600  0.00
H -3.5618 0.1090 -6.0360  0.00
F 1.8228 -0.3209 -4.0780  0.00
C 1.8047 -1.4634 -3.3923  0.00
F 1.5172 -2.4627 -4.1986  0.00
F 2.9854 -1.6516 -2.8234  0.00
S 0.5148 -1.3691 -2.0766  -0.04
O -0.7073 -0.9091 -2.6841  0.01
O 0.4917 -2.6232 -1.4020  0.01
O 1.0542 -0.2707 -1.1945  0.03
C 3.0203 -3.4565 1.9097  0.00
C 2.6075 -2.2913 1.0174  -0.01
C 3.6593 -1.1954 0.9310  0.00
Sb 0.7259 -1.4690 1.7126  -0.07
C -0.7206 -2.9535 2.3867  -0.01
C -0.2617 -3.6008 3.6864  0.00
C -1.0076 -3.9851 1.3046  0.00
C 1.1451 -0.2436 3.4600  -0.01
C 2.1507 -0.8598 4.4260  0.00
C -0.1599 0.0966 4.1691  0.00
H 3.9538 -3.8705 1.5219  0.00
H 2.2851 -4.2616 1.9014  0.00
H 3.2059 -3.1542 2.9400  0.00
H 2.3645 -2.6583 0.0202  0.00
H 3.9070 -0.7743 1.9083  0.00
H 3.3487 -0.3941 0.2613  0.00
H 4.5779 -1.6206 0.5219  0.00
H -1.6131 -2.3472 2.5770  0.00
H 0.6426 -4.1941 3.5523  0.00
H -1.0460 -4.2828 4.0218  0.00
H -0.0924 -2.8827 4.4880  0.00
H -0.1232 -4.5847 1.0829  0.00
H -1.3482 -3.5425 0.3691  0.00
H -1.7804 -4.6664 1.6647  0.00
H 1.5837 0.6621 3.0264  0.00
H 1.8017 -1.8123 4.8259  0.00
H 2.2988 -0.1904 5.2762  0.00
H 3.1256 -1.0183 3.9661  0.00
H -0.5174 -0.7468 4.7611  0.00
H -0.9646 0.3735 3.4757  0.00
H -0.0065 0.9266 4.8631  0.00

=====

2.
Entry from the OMol25 dataset: an isolated ion of composition C26H39F4OSi4 and charge +1 (ωB97M-V/def2-TZVPD).

Properties
**Gap between HOMO and LUMO**: 0.236 Eh
**Calculated total energy**: -2646.55734 hartree
**Highest occupied orbital energy**: -0.4198 Ha
**Total charge**: +1
**Spin multiplicity**: 1

Last column: Mulliken charge in e.
Geometry (Å):
C -2.8764 0.8995 4.4847  -0.96
Si -2.5940 1.4946 2.7170  0.46
C -4.1886 2.2418 2.0782  -1.11
C -1.2516 2.7942 2.7248  -1.09
Si -1.9117 -0.1896 1.2645  0.30
Si -0.0056 -1.1790 2.1205  0.00
C -0.2443 -1.8004 3.8855  -1.01
C 0.4195 -2.6059 0.9946  -1.01
C 1.3897 0.0691 2.0750  -0.70
Si -3.5996 -1.7734 1.3686  0.28
C -3.9019 -2.4354 3.1010  -0.97
C -5.2075 -1.0397 0.7446  -1.09
C -3.1382 -3.2142 0.2644  -1.08
O -1.4389 0.3310 -0.4169  -0.49
C -0.4726 1.1269 -0.7863  0.36
C 0.0456 1.1196 -2.1361  -1.04
H -3.1497 1.7864 5.0788  0.41
H -3.6978 0.1751 4.5540  0.27
H -1.9701 0.4595 4.9215  0.25
H -4.3439 3.1707 2.6440  0.40
H -4.1130 2.4922 1.0120  0.33
H -5.0568 1.5873 2.2288  0.29
H -1.6500 3.6372 3.3051  0.45
H -0.3247 2.4469 3.1999  0.30
H -1.0226 3.1487 1.7135  0.28
H 0.7210 -2.2271 4.2048  0.41
H -0.5088 -0.9844 4.5735  0.25
H -1.0089 -2.5879 3.9435  0.26
H 1.4595 -2.8817 1.2149  0.38
H -0.2221 -3.4764 1.1793  0.38
H 0.3457 -2.3372 -0.0670  0.30
H 2.2987 -0.4742 2.3706  0.29
H 1.5585 0.4865 1.0745  0.16
H 1.2323 0.8971 2.7788  0.31
H -4.7014 -3.1852 3.0149  0.41
H -3.0148 -2.9261 3.5180  0.25
H -4.2388 -1.6532 3.7914  0.26
H -5.9021 -1.8804 0.6377  0.40
H -5.6445 -0.3046 1.4361  0.30
H -5.0738 -0.5679 -0.2379  0.32
H -4.0302 -3.8480 0.2072  0.42
H -2.8837 -2.8737 -0.7480  0.31
H -2.3040 -3.8112 0.6602  0.31
H 0.0063 1.7399 0.0005  0.39
H 0.4910 2.1350 -2.2959  0.31
H -0.7561 0.7799 -2.8404  0.35
F 2.8012 3.1531 -6.9992  -0.30
C 1.8826 2.2730 -6.4512  0.37
C 0.7463 1.9421 -7.1866  -0.68
C -0.1346 1.0423 -6.5966  0.23
F -1.2700 0.6886 -7.2913  -0.30
C 0.0890 0.4759 -5.3426  -0.57
C 1.1985 0.8683 -4.5853  0.11
C 1.2892 0.4412 -3.1462  1.03
C 2.6766 0.3565 -2.6470  -0.86
C 2.9939 -0.3209 -1.5228  -0.52
C 4.2509 -0.2280 -0.8123  0.93
C 4.5128 -1.0459 0.3167  -0.89
C 5.6895 -0.8737 1.0229  0.48
F 5.8678 -1.5996 2.1812  -0.31
C 6.6781 0.0370 0.6544  -0.88
C 6.4298 0.7811 -0.4957  0.49
F 7.3810 1.6889 -0.9018  -0.31
C 5.2580 0.6830 -1.2330  -1.06
C 2.1397 1.7391 -5.1779  -0.90
H 0.5610 2.3798 -8.1708  0.47
H -0.6016 -0.2598 -4.9483  0.54
H 0.7726 -0.5250 -2.9557  0.60
H 3.5049 0.8274 -3.2284  0.18
H 2.2680 -1.0351 -1.1336  0.46
H 3.7566 -1.7750 0.6363  0.54
H 7.5834 0.1601 1.2299  0.50
H 5.0890 1.3259 -2.1008  0.53
H 3.0668 2.0371 -4.6723  0.49